The following is a DFT calculation (wB97M-V/def2-TZVPD) of a cluster of 10 separate species, C30H82N2O10 in total.

Structure (XYZ):
```
124
Properties=species:S:1:pos:R:3:lowdin_charge:R:1
C 3.891 1.595 -6.335 -0.09
O 3.370 1.959 -5.048 -0.26
C 3.093 3.381 -4.857 -0.14
C 3.745 3.838 -3.522 -0.42
C 3.612 2.911 -2.330 -0.08
N 3.189 5.147 -3.057 0.00
H 3.348 2.084 -7.159 0.09
H 3.783 0.515 -6.389 0.07
H 4.994 1.846 -6.400 0.10
H 3.560 4.044 -5.658 0.14
H 2.022 3.472 -4.792 0.11
H 4.793 4.110 -3.652 0.13
H 2.555 2.584 -2.168 0.07
H 4.047 3.288 -1.373 0.09
H 4.107 1.922 -2.594 0.09
H 2.169 5.131 -2.932 0.07
H 3.335 5.966 -3.669 0.07
C -5.030 1.597 -2.047 -0.07
O -3.916 0.693 -1.713 -0.23
C -4.453 -0.603 -1.531 -0.21
C -3.296 -1.708 -1.396 -0.41
C -2.294 -1.543 -2.535 -0.06
N -3.839 -3.057 -1.323 0.06
H -5.297 1.450 -3.160 0.12
H -4.703 2.610 -1.790 0.06
H -5.880 1.399 -1.337 0.09
H -5.123 -0.706 -0.717 0.09
H -5.094 -0.831 -2.438 0.13
H -2.789 -1.512 -0.476 0.09
H -1.887 -0.549 -2.495 0.05
H -2.830 -1.544 -3.492 0.09
H -1.443 -2.262 -2.396 0.09
H -3.202 -3.726 -0.948 0.05
H -4.112 -3.278 -2.257 0.06
C -0.064 -0.702 6.325 -0.05
C 0.031 0.424 5.261 -0.44
C -0.856 1.666 5.491 -0.04
O 1.444 0.782 5.134 -0.08
H 0.520 -1.570 5.940 0.08
H -1.164 -0.930 6.456 0.10
H 0.243 -0.374 7.282 0.06
H -0.196 -0.070 4.267 0.12
H -0.715 1.998 6.542 0.10
H -1.921 1.428 5.378 0.07
H -0.595 2.375 4.726 0.06
H 1.725 1.133 5.981 0.09
C 1.886 -1.322 -4.820 -0.06
C 1.313 -0.786 -3.581 -0.51
C 2.058 -1.348 -2.391 -0.04
O 1.206 0.638 -3.533 -0.09
H 1.696 -2.394 -4.849 0.09
H 2.979 -1.197 -4.821 0.09
H 1.505 -0.882 -5.745 0.09
H 0.292 -1.088 -3.436 0.11
H 1.490 -1.118 -1.483 0.04
H 3.074 -0.801 -2.290 0.11
H 2.329 -2.414 -2.444 0.08
H 2.097 0.877 -3.974 0.10
C -0.304 -5.509 -0.164 -0.06
C 0.997 -4.854 0.204 -0.51
C 2.211 -5.766 -0.158 -0.03
O 1.104 -3.641 -0.485 -0.06
H -0.430 -5.536 -1.262 0.09
H -1.183 -5.031 0.372 0.08
H -0.267 -6.553 0.147 0.07
H 1.042 -4.632 1.264 0.11
H 1.942 -6.800 -0.118 0.06
H 3.060 -5.569 0.533 0.08
H 2.424 -5.438 -1.146 0.06
H 0.914 -2.858 0.039 0.04
C 2.696 -3.161 3.586 -0.05
C 3.329 -1.829 3.271 -0.41
C 4.154 -1.720 1.995 -0.05
O 2.152 -0.895 3.043 -0.13
H 3.571 -3.839 3.775 0.10
H 2.115 -3.517 2.685 0.08
H 2.119 -3.146 4.471 0.05
H 3.966 -1.411 4.107 0.15
H 3.627 -2.165 1.154 0.07
H 5.117 -2.173 2.193 0.07
H 4.406 -0.678 1.672 0.10
H 2.059 -0.480 3.924 0.04
C -1.536 4.246 1.828 -0.03
C -2.367 3.055 2.387 -0.51
C -3.281 3.293 3.549 -0.06
O -3.172 2.607 1.276 -0.07
H -0.591 4.005 1.215 0.09
H -1.257 4.923 2.650 0.07
H -2.294 4.705 1.162 0.08
H -1.635 2.269 2.586 0.09
H -2.757 3.692 4.436 0.08
H -3.541 2.256 3.791 0.07
H -4.172 3.873 3.226 0.10
H -3.579 1.776 1.540 0.06
C -1.461 -2.695 3.629 -0.05
C -2.424 -2.337 2.517 -0.46
C -2.761 -0.861 2.502 -0.07
O -1.758 -2.732 1.308 -0.12
H -1.414 -3.777 3.742 0.09
H -1.897 -2.239 4.460 0.04
H -0.457 -2.382 3.358 0.07
H -3.364 -2.940 2.654 0.16
H -1.937 -0.100 2.302 0.08
H -3.126 -0.482 3.532 0.10
H -3.596 -0.551 1.843 0.07
H -0.990 -2.058 1.077 0.10
C 0.913 1.498 0.982 -0.04
C 0.168 0.320 0.275 -0.27
O 0.494 -0.976 0.763 -0.12
H 0.944 2.387 0.329 0.07
H 1.932 1.175 1.251 0.07
H 0.366 1.738 1.940 0.07
H 0.209 0.269 -0.829 0.10
H -0.867 0.616 0.461 0.09
H 1.037 -0.804 1.555 0.05
C -2.240 4.050 -2.663 -0.09
C -1.524 2.738 -2.796 -0.33
O -0.836 2.598 -4.052 -0.11
H -2.661 4.098 -1.595 0.09
H -3.227 4.090 -3.242 0.09
H -1.636 4.905 -2.866 0.05
H -2.293 2.009 -2.704 0.07
H -0.860 2.540 -1.946 0.11
H -0.171 1.854 -3.956 0.06
```

## Properties
- spin multiplicity = 1
- LUMO energy (hartree) = 0.0145
- total energy (a.u.) = -2053.96978
- energy relative to the best compared isomer or geometry (same formula, charge and spin) (eV) = 0.010
- gap between HOMO and LUMO (Eh) = 0.333